1.
Here is a 2-piece molecular cluster, H3OP overall at a distorted geometry from the Open Molecules 2025 dataset. Energies are from ωB97M-V/def2-TZVPD.

Geometry (Å):
O1 -0.9698 0.1969 -1.3173
P1 0.1215 0.0053 -0.3599
H1 0.9577 1.1453 -0.2981
H2 -1.0829 -0.2947 2.7292
H3 0.9736 -1.0528 -0.7539

Forces on atoms 1 to 2 (eV/Å):
O -1.484 0.197 -1.043
P 1.050 -0.124 0.846

E_tot in eV: -11380.623
Total charge: 0
Energy above the lowest of the compared OMol25 structures with the same formula, charge and spin in eV: 3.6541
LUMO level (spin up / spin down) in eV: -1.489 / 0.037
Gap between HOMO and LUMO (spin up / spin down) in eV: 9.6 / 9.3
E_HOMO (spin up / spin down) in Eh: -0.4088 / -0.3397



2.
Here is a 2-piece molecular cluster, H3OP overall at a distorted geometry from the Open Molecules 2025 dataset. Energies are from ωB97M-V/def2-TZVPD.

Geometry (Å):
O1 -0.7277 -0.6005 -0.0808
P1 0.5922 -0.0546 0.1562
H1 -1.6963 0.4667 -1.8209
H2 0.4654 1.0846 0.9389
H3 1.3665 -0.8962 0.8066

Forces on atoms 1 to 2 (eV/Å):
O -2.860 -1.473 -0.733
P 0.835 2.368 -0.935

E_tot in eV: -11380.280
Total charge: 0
Energy above the lowest of the compared OMol25 structures with the same formula, charge and spin in eV: 3.9970
LUMO level (spin up / spin down) in eV: 0.516 / -1.493
Gap between HOMO and LUMO (spin up / spin down) in eV: 9.7 / 8.3
E_HOMO (spin up / spin down) in Eh: -0.3380 / -0.3594



3.
Here is H3OPS3 as an isolated structure at a distorted geometry from the Open Molecules 2025 dataset. Energies are from ωB97M-V/def2-TZVPD.

Geometry (Å):
O1 -0.4697 0.4563 -1.3753
P1 1.0728 0.0406 0.2097
S1 2.2426 1.5716 0.3193
S2 -0.2459 -0.3541 1.7969
S3 1.8677 -1.7945 -0.3246
H1 -0.2352 1.3303 -1.6875
H2 -0.6822 0.8987 1.8287
H3 0.6925 -2.4103 -0.2261

Forces on atoms 1 to 2 (eV/Å):
O 2.199 -1.575 2.843
P -2.396 1.866 -2.322

E_tot in eV: -43890.351
Total charge: 0
Energy above the lowest of the compared OMol25 structures with the same formula, charge and spin in eV: 1.0411
LUMO level in eV: -0.884
Gap between HOMO and LUMO in eV: 8.8
E_HOMO in Eh: -0.3543



4.
Here is a 2-piece molecular cluster, H3OS2 overall at a distorted geometry from the Open Molecules 2025 dataset. Energies are from ωB97M-V/def2-TZVPD.

Geometry (Å):
O1 1.7983 0.5290 -0.1605
H1 2.1027 0.3700 0.7711
S1 -1.6596 0.9381 0.3676
S2 -1.2532 -1.1198 0.0891
H2 0.8579 0.5511 -0.0066
H3 -1.8461 -1.2684 -1.0607

Forces on atoms 1 to 2 (eV/Å):
O 1.544 -0.278 1.611
H -0.180 0.214 -1.391

E_tot in eV: -23768.030
Total charge: -1
Energy above the lowest of the compared OMol25 structures with the same formula, charge and spin in eV: 0.2314
LUMO level in eV: 3.805
Gap between HOMO and LUMO in eV: 6.3
E_HOMO in Eh: -0.0904



5.
Here is a 2-piece molecular cluster, H3OS2 overall at a distorted geometry from the Open Molecules 2025 dataset. Energies are from ωB97M-V/def2-TZVPD.

Geometry (Å):
O1 -1.8323 1.3903 0.3816
H1 -1.0875 0.9200 -0.0233
S1 1.5573 -2.5751 -0.1998
S2 0.9109 -0.6084 -0.7595
H2 -1.7700 1.1455 1.2865
H3 2.2216 -0.2724 -0.6856

Forces on atoms 1 to 2 (eV/Å):
O -0.047 0.331 -1.142
H 0.074 -0.063 -0.035

E_tot in eV: -23767.838
Total charge: -1
Energy above the lowest of the compared OMol25 structures with the same formula, charge and spin in eV: 0.4236
LUMO level in eV: 3.766
Gap between HOMO and LUMO in eV: 6.2
E_HOMO in Eh: -0.0892



6.
Here is a 2-piece molecular cluster, H3S3 overall from the Open Molecules 2025 dataset. Energies are from ωB97M-V/def2-TZVPD.

Geometry (Å):
S1 1.8833 -1.2434 0.0485
H1 2.2756 -0.5781 1.1268
S2 -2.0061 0.7229 0.4720
S3 1.0686 0.4117 -0.9447
H2 -2.9667 0.3270 -0.3710
H3 -0.2548 0.3599 -0.3317

Forces on atoms 1 to 2 (eV/Å):
S -0.218 0.298 -0.526
H 0.179 0.049 0.401

E_tot in eV: -32555.649
Total charge: -1
Energy above the lowest of the compared OMol25 structures with the same formula, charge and spin in eV: 0.1890
LUMO level in eV: 3.302
Gap between HOMO and LUMO in eV: 6.5
E_HOMO in Eh: -0.1188



7.
Here is a 2-piece molecular cluster, H3S3 overall from the Open Molecules 2025 dataset. Energies are from ωB97M-V/def2-TZVPD.

Geometry (Å):
S1 1.0402 -1.0584 -1.3456
H1 1.2208 -2.3748 -1.3904
S2 -1.5929 1.3119 1.1147
S3 1.1928 -0.6909 0.6886
H2 -1.2949 2.3423 0.3252
H3 -0.5658 0.4699 0.6074

Forces on atoms 1 to 2 (eV/Å):
S 0.025 0.334 -0.227
H 0.024 -0.415 -0.002

E_tot in eV: -32555.710
Total charge: -1
Energy above the lowest of the compared OMol25 structures with the same formula, charge and spin in eV: 0.1280
LUMO level in eV: 3.561
Gap between HOMO and LUMO in eV: 6.2
E_HOMO in Eh: -0.0977



8.
Here is a 20-piece molecular cluster, H40O20 overall at a distorted geometry from the Open Molecules 2025 dataset. Energies are from ωB97M-V/def2-TZVPD.

Geometry (Å):
O1 4.1971 9.5978 3.1313
H1 3.3901 10.0150 3.4329
H2 4.0098 8.6598 3.1658
O2 -1.8529 9.7933 0.5218
H3 -1.5831 9.3287 1.3141
H4 -2.7822 9.9785 0.6569
O3 1.8695 11.9205 1.4990
H5 1.8975 11.7469 2.4399
H6 0.9699 12.2027 1.3338
O4 -3.8494 11.1979 -3.1865
H7 -3.9308 10.8964 -2.2817
H8 -4.0950 12.1225 -3.1544
O5 1.7045 9.9896 3.8866
H9 1.6063 9.0459 4.0133
H10 0.9127 10.3669 4.2699
O6 3.4688 13.7404 -0.1946
H11 2.9113 13.4107 0.5102
H12 3.3435 14.6892 -0.1758
O7 -3.6762 6.8990 -2.4450
H13 -2.9897 7.1052 -1.8106
H14 -3.5336 5.9778 -2.6620
O8 0.7599 5.8447 1.2042
H15 1.1028 6.7344 1.2891
H16 -0.0588 5.9484 0.7192
O9 -0.3761 13.1376 0.4959
H17 -0.6666 13.6704 -0.2444
H18 -0.1417 12.2947 0.1076
O10 5.4445 11.7722 1.2700
H19 5.0709 11.1985 1.9389
H20 4.6930 12.0538 0.7483
O11 0.7350 15.6799 1.4270
H21 0.3301 14.8222 1.5563
H22 0.5328 15.9063 0.5192
O12 1.2544 8.8059 1.3497
H23 0.4808 9.0547 1.8556
H24 1.9521 9.3684 1.6859
O13 -1.2426 9.7442 3.4085
H25 -1.6658 8.9211 3.6528
H26 -1.9558 10.3820 3.3817
O14 -3.9640 13.6843 1.2392
H27 -3.5533 13.1755 0.5401
H28 -4.9022 13.6268 1.0585
O15 2.4259 5.2796 -2.4934
H29 3.3339 4.9809 -2.4442
H30 2.1989 5.5073 -1.5919
O16 0.1865 10.8987 -0.9668
H31 0.8936 10.2586 -0.8852
H32 -0.5669 10.4780 -0.5526
O17 -4.2673 10.7190 0.8564
H33 -5.1317 10.3087 0.8824
H34 -4.2971 11.3851 1.5432
O18 1.2002 12.2514 -5.9383
H35 1.7022 11.7495 -5.2962
H36 1.2337 13.1528 -5.6178
O19 -3.2860 8.8454 -4.5471
H37 -3.5429 9.6544 -4.1048
H38 -3.2540 8.1904 -3.8498
O20 2.0792 10.0400 -4.3610
H39 2.4660 9.8271 -3.5118
H40 1.7634 9.2016 -4.6979

Forces on atoms 1 to 2 (eV/Å):
O 0.520 0.023 -0.351
H -0.156 0.232 0.306

E_tot in eV: -41599.865
Total charge: 0
Energy above the lowest of the compared OMol25 structures with the same formula, charge and spin in eV: 3.1593
LUMO level in eV: -1.197
Gap between HOMO and LUMO in eV: 8.9
E_HOMO in Eh: -0.3718



9.
Here is a 20-piece molecular cluster, H40O20 overall at a distorted geometry from the Open Molecules 2025 dataset. Energies are from ωB97M-V/def2-TZVPD.

Geometry (Å):
O1 1.1937 1.8662 -0.8047
H1 1.9046 1.3098 -1.1099
H2 0.4394 1.7765 -1.4279
O2 4.2893 -2.1321 2.5212
H3 4.9560 -1.9419 3.2515
H4 3.5147 -2.4466 3.0194
O3 1.1470 -2.1378 -4.3625
H5 1.6562 -1.6932 -3.6704
H6 1.2194 -1.6200 -5.1569
O4 2.2122 -1.4203 -1.0019
H7 2.3790 -1.1284 -0.1175
H8 2.0353 -2.3483 -0.9662
O5 -3.1651 3.7739 2.8582
H9 -3.7413 3.2716 2.1932
H10 -2.6990 4.4059 2.2317
O6 -1.5840 1.0529 3.4360
H11 -1.9207 1.9235 3.2229
H12 -0.6486 1.4188 3.5218
O7 -0.2388 -1.7206 2.5952
H13 -0.9147 -2.1085 2.0257
H14 -0.2166 -0.7416 2.5364
O8 3.2226 0.3189 -3.3011
H15 3.1983 -0.0849 -2.4585
H16 4.0087 0.8345 -3.3394
O9 3.0594 -0.1524 1.7847
H17 3.6507 -0.7338 1.4089
H18 3.3102 0.1541 2.6125
O10 -4.1425 1.8461 -0.1589
H19 -3.3760 1.8604 -0.7911
H20 -3.7375 1.2876 0.5727
O11 -3.2612 -0.6310 -2.0596
H21 -3.8273 -1.4481 -2.3209
H22 -3.7490 -0.0219 -1.5285
O12 1.0089 1.4298 -4.2984
H23 1.8379 1.1655 -4.7565
H24 0.4243 0.6699 -4.4864
O13 -0.7489 3.1015 -2.4020
H25 0.1086 3.3939 -2.1495
H26 -0.8236 3.2146 -3.3846
O14 -0.7215 1.0720 0.3676
H27 -1.3974 1.0158 1.0384
H28 -0.0199 1.7483 0.7542
O15 0.0346 -3.1101 -1.0338
H29 -0.5870 -3.1125 -1.7216
H30 0.2289 -2.3352 -0.5875
O16 2.1274 -1.0573 3.9318
H31 1.7526 -1.7291 4.4484
H32 1.7452 -0.9129 3.0499
O17 0.6446 4.2066 2.2943
H33 -0.1284 4.2880 1.7135
H34 0.5180 3.7136 3.1047
O18 -2.9684 -3.3849 -0.3721
H35 -2.2537 -4.0254 -0.3486
H36 -3.4289 -3.6445 -1.1928
O19 -2.6803 1.5312 -3.1519
H37 -2.2041 1.9993 -2.4261
H38 -2.7879 0.5877 -2.8696
O20 0.4842 -4.3960 3.2091
H39 0.7758 -4.0950 2.3227
H40 -0.4311 -4.3909 3.0847

Forces on atoms 1 to 2 (eV/Å):
O -0.110 0.888 -0.472
H 0.110 -0.217 -0.377

E_tot in eV: -41597.368
Total charge: 0
Energy above the lowest of the compared OMol25 structures with the same formula, charge and spin in eV: 5.6572
LUMO level in eV: -0.236
Gap between HOMO and LUMO in eV: 10.1
E_HOMO in Eh: -0.3796



10.
Here is H40O20Rb as an isolated structure at a distorted geometry from the Open Molecules 2025 dataset. Energies are from ωB97M-V/def2-TZVPD.

Geometry (Å):
Rb1 6.6610 -5.1864 -10.2373
O1 9.9150 -1.4903 -11.4032
H1 10.6084 -0.9054 -11.7086
H2 10.0320 -1.5260 -10.4538
O2 7.3773 -9.1108 -12.0537
H3 8.1442 -9.0940 -12.6263
H4 7.6812 -9.5481 -11.2583
O3 9.4282 -5.5487 -12.1149
H5 9.9393 -5.1694 -12.8298
H6 9.9123 -5.3144 -11.3231
O4 3.4325 -8.0896 -7.6683
H7 4.1794 -8.6842 -7.5980
H8 3.8247 -7.2251 -7.7907
O5 4.1615 -5.2006 -8.1678
H9 4.0164 -4.6610 -7.3906
H10 3.4153 -5.0088 -8.7359
O6 5.9567 -2.2910 -9.0571
H11 6.2608 -1.5174 -9.5319
H12 5.6932 -1.9578 -8.1993
O7 6.6065 -8.1542 -9.4916
H13 6.8575 -8.6515 -10.2700
H14 6.8265 -8.7289 -8.7584
O8 7.3696 -0.5450 -10.6734
H15 7.8111 0.2468 -10.3662
H16 8.0807 -1.1529 -10.8762
O9 10.2169 -7.1210 -8.5886
H17 10.9100 -6.7519 -9.1359
H18 9.5709 -6.4187 -8.5134
O10 6.0987 -6.3195 -14.4563
H19 6.9200 -6.7843 -14.2960
H20 6.2308 -5.8820 -15.2973
O11 6.7065 -5.7517 -7.0633
H21 5.7890 -5.8194 -6.7992
H22 7.0729 -6.6172 -6.8820
O12 7.6318 -8.3752 -6.5612
H23 8.3773 -8.7437 -7.0353
H24 7.2577 -9.1181 -6.0875
O13 5.5029 -3.6570 -12.6763
H25 4.7975 -3.6311 -13.3228
H26 6.1801 -3.0847 -13.0370
O14 8.9488 -3.9963 -6.7861
H27 8.6999 -3.2163 -6.2903
H28 8.1249 -4.4619 -6.9304
O15 8.8216 -7.7657 -14.1544
H29 9.0406 -7.2770 -13.3610
H30 9.4618 -8.4768 -14.1825
O16 4.3079 -9.7752 -12.0694
H31 4.8987 -10.2678 -11.4998
H32 4.8858 -9.2158 -12.5883
O17 2.7676 -4.5508 -12.5257
H33 2.1078 -4.1254 -11.9780
H34 2.8612 -3.9716 -13.2820
O18 3.8705 -0.1120 -9.3852
H35 3.6268 -0.1936 -10.3072
H36 4.4528 -0.8545 -9.2242
O19 10.6989 -4.0085 -10.1215
H37 11.6552 -3.9673 -10.1343
H38 10.4463 -3.4842 -9.3615
O20 4.3514 -6.7835 -12.4824
H39 3.6214 -6.1842 -12.6382
H40 5.0483 -6.4673 -13.0573

Forces on atoms 1 to 2 (eV/Å):
Rb -0.470 -0.168 -0.050
O -0.240 -0.121 -0.037

E_tot in eV: -42251.514
Total charge: +1
Energy above the lowest of the compared OMol25 structures with the same formula, charge and spin in eV: 1.5910
LUMO level in eV: -2.901
Gap between HOMO and LUMO in eV: 9.2
E_HOMO in Eh: -0.4458